The following is a DFT calculation (wB97M-V/def2-TZVPD) of a molecular structure, C51H54As2Br2N3O3RuS.

Computed properties:
charge = +2
Kohn-Sham gap (alpha / beta) = 6.6966 / 6.0624 eV
expectation value of S² = 0.7604
spin multiplicity = 2
lowest unoccupied orbital energy (alpha / beta) = -5.8 / -6.4 eV

Cartesian coordinates (Å):
Ru 0.09 0.83 0.10
C -7.31 -2.09 -0.59
O -6.17 -1.41 -0.07
C -6.33 -0.71 1.09
C -7.50 -0.63 1.82
C -7.54 0.15 2.97
C -6.43 0.86 3.38
C -5.25 0.79 2.64
C -5.18 -0.02 1.51
N -4.07 -0.13 0.65
C -2.74 0.00 0.90
N -2.39 0.02 2.19
C -1.11 -0.08 2.74
C 0.06 0.16 2.05
C 1.26 -0.17 2.71
C 1.28 -0.66 4.00
C 0.08 -0.81 4.71
C -1.11 -0.52 4.09
O -2.34 -0.65 4.64
C -2.42 -1.17 5.97
N -1.88 0.14 -0.10
C -2.52 -0.03 -1.38
C -2.79 -1.32 -1.82
C -3.52 -1.55 -2.98
C -3.98 -0.48 -3.72
C -3.72 0.82 -3.30
C -3.01 1.05 -2.13
O -2.76 2.36 -1.81
C -3.23 2.85 -0.54
H -6.98 -2.56 -1.51
H -8.12 -1.40 -0.79
H -7.64 -2.86 0.11
H -8.38 -1.16 1.50
H -8.46 0.21 3.54
H -6.47 1.48 4.26
H -4.40 1.39 2.95
H -4.31 -0.42 -0.29
H -3.12 -0.23 2.85
H 2.21 -0.04 2.20
H 2.22 -0.90 4.48
H 0.10 -1.16 5.73
H -1.98 -2.16 6.03
H -3.48 -1.21 6.21
H -1.92 -0.50 6.67
H -2.43 -2.14 -1.22
H -3.71 -2.57 -3.29
H -4.54 -0.65 -4.63
H -4.08 1.67 -3.86
H -2.40 4.17 0.88
H -3.05 2.08 0.20
H -5.13 2.74 0.43
Br 1.82 -1.45 -0.33
C 1.37 -2.85 0.95
Br -0.51 -3.19 1.07
H 1.73 -2.53 1.92
H 1.86 -3.74 0.58
C -0.12 2.51 -3.27
C 0.11 3.64 -2.28
As -0.43 3.26 -0.43
C 0.49 4.65 0.56
C -0.05 5.11 1.76
C 0.56 6.12 2.48
C 1.73 6.69 2.01
C 2.29 6.25 0.82
C 1.68 5.23 0.10
C -2.28 3.97 -0.18
C -2.33 5.25 -0.96
C -3.41 5.91 -1.38
C -4.82 5.57 -1.18
C -5.36 4.41 -0.82
C -4.74 3.08 -0.54
As 0.46 0.83 -2.47
C 2.34 0.78 -3.01
C 2.81 -0.24 -3.84
C 4.14 -0.24 -4.26
C 5.00 0.77 -3.88
C 4.53 1.80 -3.07
C 3.22 1.80 -2.64
C -0.26 -0.53 -3.64
C -0.22 -1.88 -3.29
C -0.59 -2.84 -4.21
C -1.02 -2.47 -5.48
C -1.09 -1.12 -5.82
C -0.71 -0.15 -4.90
H 0.45 2.68 -4.18
H -1.17 2.42 -3.52
H -0.41 4.55 -2.59
H 1.17 3.87 -2.22
H -0.96 4.67 2.16
H 0.12 6.46 3.40
H 2.21 7.49 2.57
H 3.20 6.69 0.45
H 2.15 4.89 -0.81
H -1.37 5.74 -1.15
H -3.23 6.85 -1.89
H -5.51 6.39 -1.34
H -6.44 4.39 -0.70
H -5.15 2.36 -1.26
H 2.15 -1.03 -4.17
H 4.49 -1.04 -4.90
H 6.03 0.77 -4.21
H 5.20 2.61 -2.78
H 2.88 2.62 -2.01
H 0.07 -2.18 -2.30
H -0.56 -3.89 -3.94
H -1.30 -3.22 -6.20
H -1.43 -0.83 -6.80
H -0.76 0.89 -5.18
C 3.85 1.08 0.54
S 2.29 1.97 0.58
C 2.32 2.61 2.27
H 4.62 1.82 0.76
H 4.00 0.70 -0.47
H 3.89 0.28 1.27
H 2.70 1.85 2.95
H 1.31 2.87 2.55
H 2.96 3.49 2.28

The following is a DFT calculation (wB97M-V/def2-TZVPD) of a single C4H9N3 molecule.

Computed properties:
Kohn-Sham gap = 9.7392 eV
lowest unoccupied orbital energy = 0.6 eV

Cartesian coordinates (Å):
C -1.55 -0.31 1.39
C -1.14 -1.09 0.15
C 0.26 -0.69 -0.44
C 1.38 1.49 -1.00
H -1.67 0.79 1.11
H -2.43 -0.69 1.92
H -0.81 -0.32 2.32
H -1.09 -2.20 0.34
H -1.96 -0.99 -0.53
H 1.19 -2.44 -0.01
H -0.41 1.23 -0.40
H 0.94 2.61 -0.90
H 3.02 2.20 -1.46
N 1.29 -1.45 -0.37
N 0.37 0.60 -0.73
N 2.62 1.25 -1.39

The following is a DFT calculation (wB97M-V/def2-TZVPD) of a single C5H8O molecule.

Computed properties:
Kohn-Sham gap = 8.1556 eV
lowest unoccupied orbital energy = 0.0 eV

Cartesian coordinates (Å):
C -0.30 1.40 -0.38
C -1.33 0.34 -0.45
C -0.67 -0.95 -0.79
C 0.47 -1.30 0.22
O 1.22 -0.19 0.63
C 0.43 0.93 0.93
H 0.48 1.40 -1.15
H -0.70 2.41 -0.25
H -0.30 0.71 1.72
H -0.24 -0.88 -1.80
H -1.38 -1.79 -0.79
H 1.18 -1.99 -0.26
H 0.04 -1.81 1.09
H 1.09 1.72 1.29